(i)
# C2H2Cl2O2S

One molecule with the formula C2H2Cl2O2S (the ωB97M-V functional and the def2-TZVPD basis, OMol25).

Geometry (Å):
O1 2.67177 -0.21678 -0.87983
S1 1.61246 0.05099 0.00956
O2 1.80933 0.35772 1.42008
C1 0.08120 -0.22982 -0.52409
C2 -1.13246 0.09973 0.20944
Cl1 -1.76722 1.69194 -0.18318
Cl2 -2.43982 -1.19577 0.12339
H1 -0.03269 -0.54057 -1.48868
H2 -0.80257 -0.01743 1.31331

The HOMO energy comes out at -10.29 eV. Its SMILES is O=S(=O)=CC(Cl)Cl. Its molar mass is 161.009 g/mol. As for the total charge: 0. As for the LUMO energy: -0.0268 hartree. Its frontier orbital gap is 0.3514 hartree.

---

(ii)
# C2H2Cl2O2S

One molecule with the formula C2H2Cl2O2S (the ωB97M-V functional and the def2-TZVPD basis, OMol25).

Geometry (Å):
O1 -1.76217 1.48846 -0.80844
S1 -1.46903 0.48171 0.17831
O2 -2.09498 0.32426 1.42127
Cl1 -1.62801 -1.38848 -0.78007
C1 0.66463 0.16068 0.52818
C2 1.41744 -0.34140 -0.42326
Cl2 3.03437 -0.54906 -0.23225
H1 1.00002 0.49065 1.49564
H2 0.83772 -0.66681 -1.37937

The HOMO energy comes out at -10.55 eV. Its SMILES is O=S(=O)(Cl)/C=C/Cl. Its molar mass is 161.009 g/mol. As for the total charge: 0. As for the LUMO energy: -0.0273 hartree. Its frontier orbital gap is 0.3605 hartree.

---

Relative energies, eV: (i) 0.000; (ii) 0.214.

---

(i)
# C4H13N2PS

One molecule with the formula C4H13N2PS (the ωB97M-V functional and the def2-TZVPD basis, OMol25).

Geometry (Å):
C1 -0.38480 -2.25507 1.05189
C2 -0.82805 -0.87620 0.67708
N1 0.12535 0.26550 0.55410
P1 -0.56766 1.80300 0.21652
N2 -1.92911 1.36280 -0.72621
C3 1.35185 0.01384 -0.36497
C4 1.54109 0.73702 -1.65808
S1 2.65420 -0.00195 0.87101
H1 0.10943 -2.25439 2.03502
H2 -1.31252 -2.78681 1.19779
H3 0.27217 -2.63883 0.26471
H4 -1.40438 -0.91710 -0.18302
H5 -1.56392 -0.48718 1.46881
H6 -1.36239 1.85370 1.46305
H7 -2.77130 1.29921 -0.22685
H8 -2.15646 1.52344 -1.75043
H9 1.10712 -1.00572 -0.50603
H10 2.27714 0.40474 -2.26797
H11 1.75061 1.81822 -1.49365
H12 0.56358 0.89231 -2.05570
H13 2.52805 1.24948 1.43294

The HOMO energy comes out at -8.18 eV. Its SMILES is CCN(PN)[C@@H](C)S. Its molar mass is 152.203 g/mol. As for the total charge: 0. As for the LUMO energy: 0.0326 hartree. Its frontier orbital gap is 0.3332 hartree.

---

(ii)
# C4H13N2PS

A 2-piece molecular cluster, C4H13N2PS overall (the ωB97M-V functional and the def2-TZVPD basis, OMol25).

Geometry (Å):
C1 -1.81996 -1.31431 -0.52122
C2 -1.78387 -0.05235 -0.19057
C3 -1.37348 0.34805 1.17067
C4 -2.21818 1.02449 -1.07779
H1 -2.04652 -1.57567 -1.53216
H2 -1.67091 -2.04349 0.22135
H3 -0.65358 1.26630 1.03597
H4 -0.76053 -0.38150 1.78553
H5 -2.26396 0.90118 1.52097
H6 -1.28874 1.54646 -1.30085
H7 -2.57313 0.66885 -2.02542
H8 -3.04245 1.53937 -0.60041
N1 2.18119 -0.07650 1.65726
P1 1.78204 -0.70744 0.10821
N2 1.59558 0.82191 -0.54848
S1 3.85739 -1.33001 -0.32761
H9 2.71532 0.77332 1.56350
H10 2.49418 -0.80268 2.28790
H11 0.90606 0.61249 -1.27659
H12 2.47834 1.12123 -0.90639
H13 3.48522 -2.33970 -1.04387

The HOMO energy comes out at -8.57 eV. Its SMILES is C=C(C)C.NP(N)S. Its molar mass is 152.203 g/mol. As for the total charge: 0. As for the LUMO energy: 0.0334 hartree. Its frontier orbital gap is 0.3482 hartree.

---

Relative energies, eV: (i) 1.049; (ii) 0.000.

---

(i)
# C29H40N3O3

A 2-piece molecular cluster, C29H40N3O3 overall (the ωB97M-V functional and the def2-TZVPD basis, OMol25).

Geometry (Å):
C1 1.25747 0.96560 -4.08798
O1 0.62125 0.48478 -2.89979
C2 0.32089 -0.82141 -2.88939
O2 0.30529 -1.51494 -3.89031
C3 0.01352 -1.38089 -1.51508
C4 0.86699 -2.63604 -1.30953
C5 -0.01763 -3.74326 -1.87947
C6 -1.45791 -3.26815 -1.64739
N1 -1.34504 -1.83364 -1.55941
C7 -2.39453 -0.98560 -1.39717
C8 -2.21824 0.38557 -1.40515
C9 -3.38817 1.29021 -1.36674
C10 -4.72186 0.62766 -1.75112
C11 -4.89363 -0.68752 -0.99720
C12 -3.73297 -1.65420 -1.25755
H1 1.98520 1.69948 -3.74589
H2 1.74805 0.14468 -4.61616
H3 0.49445 1.43237 -4.71457
H4 0.15837 -0.59680 -0.76792
H5 1.83551 -2.54652 -1.81190
H6 1.04640 -2.75466 -0.23662
H7 0.15647 -3.79770 -2.95891
H8 0.16584 -4.72581 -1.44055
H9 -2.15190 -3.58921 -2.44053
H10 -1.84660 -3.67416 -0.69984
H11 -1.24851 0.79073 -1.68760
H12 -3.50665 1.66833 -0.34061
H13 -3.19995 2.16383 -1.99684
H14 -5.55950 1.30223 -1.53965
H15 -4.73301 0.42893 -2.82878
H16 -4.95581 -0.50137 0.08200
H17 -5.83568 -1.16480 -1.28743
H18 -3.94929 -2.22646 -2.17555
H19 -3.68951 -2.40279 -0.45149
C13 -0.32255 -0.92008 2.91420
N2 1.12733 -0.98149 2.95221
C14 1.98097 -0.36347 2.10621
C15 1.49686 0.45079 0.98662
C16 0.36949 1.33492 1.24189
C17 -0.35061 1.89596 0.22961
C18 -1.40095 2.86916 0.48383
C19 -1.80140 3.75487 -0.55029
C20 -2.88562 4.60851 -0.37537
C21 -3.53288 4.67910 0.86551
C22 -3.09107 3.87970 1.92618
C23 -2.06425 2.95093 1.73459
O3 1.99840 0.35268 -0.16852
N3 3.23625 -0.76821 2.44003
C24 4.50180 -0.42846 1.72279
C25 5.69062 -0.93109 2.51731
C26 4.59322 1.07761 1.54080
C27 4.49679 -1.11449 0.36556
C28 3.14742 -1.63570 3.50885
C29 1.84359 -1.75602 3.83985
H20 -0.69719 -1.63947 3.65071
H21 -0.69263 0.07472 3.19488
H22 -0.70788 -1.18188 1.91482
H23 0.22463 1.62555 2.28517
H24 0.04510 1.80777 -0.78545
H25 -1.25511 3.73398 -1.50006
H26 -3.22321 5.22658 -1.21029
H27 -4.36022 5.37668 1.01321
H28 -3.55578 3.96516 2.91219
H29 -1.77813 2.27318 2.54604
H30 5.69550 -2.02438 2.58995
H31 6.60798 -0.64144 1.98940
H32 5.73488 -0.48590 3.51711
H33 3.84127 1.43690 0.83665
H34 4.48785 1.59534 2.50000
H35 5.58267 1.31439 1.13006
H36 3.70300 -0.71036 -0.26612
H37 5.46081 -0.93112 -0.12531
H38 4.35586 -2.19561 0.47791
H39 4.00428 -2.11708 3.94986
H40 1.36359 -2.33668 4.60952

The HOMO energy comes out at -9.35 eV. Its molar mass is 478.657 g/mol. As for the total charge: +1. As for the LUMO energy: -0.1517 hartree. Its frontier orbital gap is 0.1918 hartree.

---

(ii)
# C29H40N3O3

A 2-piece molecular cluster, C29H40N3O3 overall (the ωB97M-V functional and the def2-TZVPD basis, OMol25).

Geometry (Å):
C1 -1.52584 2.70076 -3.54672
C2 -0.13251 2.25958 -3.23563
C3 0.09518 0.83182 -2.88526
C4 0.88132 3.18245 -3.23549
N1 2.23286 2.89122 -3.25309
C5 3.10336 4.06520 -3.07804
C6 4.48956 3.58554 -2.68596
O1 5.01161 2.66785 -3.65156
C7 4.16544 1.54335 -3.88728
C8 2.73974 1.93286 -4.24607
H1 -2.23126 1.89387 -3.35107
H2 -1.81485 3.56939 -2.94114
H3 -1.65571 3.00043 -4.59714
H4 -0.81131 0.42672 -2.41784
H5 0.33258 0.18727 -3.74715
H6 0.90407 0.73998 -2.15551
H7 0.66085 4.25228 -3.11471
H8 3.16958 4.63442 -4.02294
H9 2.67312 4.70182 -2.29987
H10 5.19678 4.42931 -2.68293
H11 4.44860 3.12679 -1.68008
H12 4.64334 1.02404 -4.72934
H13 4.16412 0.87855 -3.00572
H14 2.10392 1.04543 -4.27625
H15 2.75148 2.38981 -5.25669
C9 -4.75874 -5.98132 -1.84964
C10 -3.84662 -4.75382 -1.76500
N2 -2.69936 -4.98803 -0.88437
C11 -1.90496 -3.84289 -0.66946
C12 -0.57805 -3.78260 -1.13894
C13 0.13092 -2.60346 -1.04127
C14 -0.36114 -1.51831 -0.27426
C15 0.52895 -0.43426 -0.00943
C16 0.53942 0.26755 1.22440
C17 0.13529 -0.38279 2.42955
C18 0.32559 0.21259 3.66081
C19 0.74621 1.55439 3.71026
N3 0.70344 2.31334 4.89318
C20 -0.35134 3.32750 4.87569
C21 -0.22769 4.27257 6.06222
O2 0.01087 3.58249 7.29041
C22 1.13527 2.69773 7.21139
C23 0.89652 1.61690 6.16207
C24 1.13411 2.22820 2.52470
C25 1.05408 1.59825 1.30173
C26 -1.69810 -1.59446 0.23520
C27 -2.46575 -2.72021 0.00064
C28 -1.99390 -6.25450 -1.10761
C29 -3.00876 -7.39551 -1.05970
O3 -4.04060 -7.20515 -2.03219
H16 -5.38223 -6.02215 -0.93260
H17 -5.38593 -5.90220 -2.75404
H18 -3.49284 -4.51956 -2.79548
H19 -4.40246 -3.88637 -1.38591
H20 -0.12883 -4.64067 -1.64391
H21 1.11370 -2.50743 -1.49518
H22 1.40876 -0.30836 -0.66177
H23 -0.28159 -1.38821 2.37638
H24 0.09019 -0.33098 4.58098
H25 -0.26631 3.88696 3.93773
H26 -1.34723 2.84041 4.90564
H27 0.58571 4.99328 5.84556
H28 -1.18624 4.79309 6.21263
H29 2.06385 3.24520 6.94317
H30 1.21992 2.26723 8.22099
H31 0.01176 1.01033 6.43464
H32 1.77214 0.95451 6.09654
H33 1.51120 3.24743 2.60759
H34 1.36550 2.10052 0.38168
H35 -2.10906 -0.75030 0.79804
H36 -3.49341 -2.78084 0.36818
H37 -1.48956 -6.26856 -2.09305
H38 -1.22935 -6.39863 -0.33294
H39 -2.53149 -8.34688 -1.35010
H40 -3.41789 -7.46274 -0.03167

The HOMO energy comes out at -9.60 eV. Its molar mass is 478.657 g/mol. As for the total charge: +1. As for the LUMO energy: -0.1862 hartree. Its frontier orbital gap is 0.1664 hartree.

---

Relative energies, eV: (i) 0.000; (ii) 2.842.

---

(i)
# CH2F3NS

One molecule with the formula CH2F3NS (the ωB97M-V functional and the def2-TZVPD basis, OMol25).

Geometry (Å):
C1 1.41982 -0.22847 0.16040
S1 -0.18581 0.16056 0.12983
F1 -0.70327 1.14598 1.30183
F2 -0.83886 1.48009 -1.04881
N1 -0.98373 -1.12199 0.11903
F3 -2.33737 -1.13075 -0.06269
H1 2.13723 0.70813 0.14888
H2 1.49198 -1.01354 -0.74847

The HOMO energy comes out at -10.13 eV. Its SMILES is C=S(F)(F)=NF. Its molar mass is 117.095 g/mol. As for the total charge: 0. As for the LUMO energy: -0.0448 hartree. Its frontier orbital gap is 0.3276 hartree.

---

(ii)
# CH2F3NS

A 2-piece molecular cluster, CH2F3NS overall (the ωB97M-V functional and the def2-TZVPD basis, OMol25).

Geometry (Å):
C1 -2.33845 0.24166 1.18766
N1 0.36317 -0.09493 0.80478
F1 -2.60044 -0.09940 -0.06251
F2 -2.82024 -0.65239 2.01491
F3 -2.75244 1.56596 1.43457
S1 0.45396 -0.65435 -0.74673
H1 0.28246 -0.78532 1.64240
H2 -0.03516 0.41147 -1.28181

The HOMO energy (alpha / beta) comes out at -8.88 / -9.40 eV. Its molar mass is 117.095 g/mol. As for the total charge: 0. As for the LUMO energy (alpha / beta): -0.0131 / -0.0243 hartree. Its frontier orbital gap (alpha / beta) is 0.3133 / 0.3211 hartree.

---

Relative energies, eV: (i) 3.279; (ii) 0.000.

---

(i)
# C7H13N2O2

An isolated ion of composition C7H13N2O2 and charge +1 (the ωB97M-V functional and the def2-TZVPD basis, OMol25).

Geometry (Å):
C1 -0.57919 3.29499 0.59251
C2 -1.33417 1.99098 0.70953
N1 -1.37289 1.32354 -0.39042
O1 -2.27909 0.30033 -0.39091
C3 -1.81350 -0.83009 -0.04664
O2 -2.57484 -1.74610 0.29428
C4 -0.38301 -1.18178 0.08532
N2 -0.32944 -2.39847 0.88103
C5 0.74817 -0.65338 -0.46711
C6 2.07921 -1.51519 -0.24177
C7 1.04899 0.45397 -1.45197
H1 -0.34109 3.33459 -0.42129
H2 0.36749 3.11740 1.12277
H3 -1.27377 4.04071 0.98852
H4 -2.03212 1.73285 1.56725
H5 0.01768 -3.14769 0.21459
H6 -1.44082 -2.63194 0.96200
H7 0.40433 -2.43225 1.60114
H8 2.43690 -1.73176 0.78374
H9 2.87147 -0.92678 -0.68553
H10 2.00355 -2.50242 -0.60267
H11 0.24105 0.92483 -2.02125
H12 1.81216 -0.10952 -2.09288
H13 1.72290 1.29318 -0.99023

The HOMO energy comes out at -14.25 eV. Its SMILES is C/C=N/OC(=O)C([NH3+])=C(C)C. Its molar mass is 157.193 g/mol. As for the total charge: +1. As for the LUMO energy: -0.1424 hartree. Its frontier orbital gap is 0.3813 hartree.

---

(ii)
# C7H13N2O2

An isolated ion of composition C7H13N2O2 and charge +1 (the ωB97M-V functional and the def2-TZVPD basis, OMol25).

Geometry (Å):
H1 0.23895 2.87500 2.67559
N1 0.05005 2.23511 1.88698
C1 0.97668 1.49177 1.50308
O1 2.15508 1.02733 1.65918
C2 2.65935 0.38515 0.42486
C3 1.42612 -0.31321 -0.24547
C4 1.12047 -1.74285 0.20440
N2 0.34920 0.45271 0.15453
C5 -0.90264 0.58140 -0.24792
O2 -1.73517 1.28434 0.34477
C6 -1.46158 -0.30828 -1.44663
C7 -2.98034 -0.71692 -1.22780
H2 3.57400 -0.28753 0.71821
H3 3.06145 1.19450 -0.24613
H4 1.64310 -0.20776 -1.29550
H5 0.56936 -1.77865 1.16683
H6 1.94101 -2.45563 0.49453
H7 0.57248 -2.33417 -0.51030
H8 -1.25772 1.73060 1.10081
H9 -1.49707 0.42376 -2.23581
H10 -0.78801 -1.26486 -1.46600
H11 -3.27586 -1.05690 -2.14075
H12 -3.42570 0.20879 -0.99564
H13 -3.01323 -1.42369 -0.27582

The HOMO energy comes out at -14.86 eV. Its SMILES is [H]/N=C1\OC[C@@H](C)\[N+]1=C(\O)CC. Its molar mass is 157.193 g/mol. As for the total charge: +1. As for the LUMO energy: -0.1093 hartree. Its frontier orbital gap is 0.4368 hartree.

---

Relative energies, eV: (i) 1.568; (ii) 0.000.